ORCA calculation (the ωB97M-V functional and the def2-TZVPD basis) on a structure of composition C44H44F6N7O4OsS3Sb.

```
! wB97M-V def2-TZVPD RIJCOSX def2/J DEFGRID3
* xyz 2 1
Os -1.2786 0.9676 0.3744
Sb 2.8074 1.1733 -2.0180
S 0.5140 2.5200 2.6518
S 0.4882 1.2641 -1.5131
S -1.4320 4.0034 1.2248
F -1.7425 6.1508 -0.2094
F -0.4832 6.4273 1.5296
F 1.9839 3.5961 0.8902
F 2.5306 4.2266 2.8911
F 3.0648 2.2409 2.2172
F 0.2745 5.3571 -0.1961
O 0.5837 2.1164 4.0080
O 0.3854 1.4311 1.6583
O -1.2544 3.1014 0.0718
O -2.7695 4.1980 1.6626
N -4.7643 0.8175 -1.9875
N -6.2943 1.1104 2.0432
N -3.8305 0.8726 -2.9500
N -2.7163 0.8217 -1.1236
N -3.6441 1.3635 1.3398
N -0.4483 3.7141 2.4089
N -1.3833 -0.9599 0.9818
C -5.8839 0.7356 0.8431
C -0.6452 -1.8601 -1.2672
C -2.4642 0.9281 5.4482
C 5.3057 1.5580 -0.2942
C -2.6036 0.8922 -2.4411
C 0.0848 -2.9632 0.7953
C 5.3884 4.3390 -0.4450
C -1.8888 -2.4546 2.8744
C 2.4572 1.1944 -5.1297
C 0.7888 -3.9093 -1.4095
C 1.3844 3.7662 -5.1657
C 4.2501 -3.4711 -1.3960
C -1.5830 -3.9978 -2.1818
C -0.3332 -3.1217 -2.0801
C 3.3578 -0.8872 -1.8126
C -2.0373 -4.3357 -0.7636
C 4.3481 2.2634 -1.0086
C -4.5561 0.9214 0.4679
C -2.2270 -2.6538 4.1971
C 0.3481 -4.2505 0.0119
C 1.4123 3.0043 -6.3266
C 3.6376 -1.6981 -2.9043
C 2.1534 3.2043 2.1622
C 1.8686 3.2391 -3.9796
C 1.9612 1.7306 -6.3103
C 2.3986 1.9522 -3.9693
C -1.8998 -0.0701 3.2141
C -4.0646 1.7308 2.5402
C 6.3328 3.6502 0.3046
C -1.7030 -1.1624 2.3138
C -2.2409 -0.2482 4.5373
C -4.0626 0.7910 -0.8887
C -1.0958 -2.1838 0.1644
C 4.3907 3.6473 -1.1136
C 3.9500 -2.6598 -0.3094
C -2.4011 -1.5480 5.0271
C 4.0839 -2.9953 -2.6883
C -0.8036 5.6156 0.5452
C -2.3923 -4.0540 4.7182
C 3.4967 -1.3645 -0.5127
C 6.3021 2.2645 0.3647
C -0.9265 -5.1017 -0.0368
C -2.3766 -3.0455 -0.0110
C -5.4159 1.6495 2.8727
H -1.4319 -1.3190 -1.7835
H 1.1382 -4.8087 0.5203
H -1.6793 0.9414 -2.9968
H -1.7115 1.6963 5.2796
H 2.8937 0.2052 -5.1369
H 7.0573 1.7258 0.9214
H -1.7601 0.9441 2.8837
H 3.6549 4.1895 -1.6933
H 0.9892 -4.8246 -1.9716
H -1.3529 -4.9110 -2.7349
H 1.8159 3.8268 -3.0710
H 4.0817 -3.0309 0.6988
H -3.3315 2.1220 3.2306
H 1.7082 -3.3175 -1.3901
H 5.2925 0.4775 -0.2515
H 3.2389 -0.7417 0.3381
H 3.5024 -1.3420 -3.9164
H -0.0205 -2.8112 -3.0816
H 0.9655 -2.3123 0.7542
H -2.3790 -3.4717 -2.7180
H -2.6692 -1.6909 6.0669
H -0.0864 -3.2040 1.8409
H -1.4169 -4.5284 4.8426
H -4.1119 0.9192 -3.9178
H 4.6059 -4.4797 -1.2338
H 7.0989 4.1967 0.8379
H -0.7221 -6.0330 -0.5687
H -2.4206 0.6231 6.4914
H 4.3129 -3.6297 -3.5343
H -1.7665 -3.3437 2.2837
H -2.8582 -3.2931 0.9298
H 5.4254 5.4184 -0.5104
H -6.6046 0.2885 0.1698
H -5.7879 2.0200 3.8194
H -2.9365 -4.9550 -0.8044
H -2.9679 -4.6625 4.0213
H 0.2426 -1.2411 -1.2324
H -2.8923 -4.0608 5.6841
H 2.0065 1.1475 -7.2205
H -3.0974 -2.4560 -0.5886
H -1.2435 -5.3639 0.9777
H 1.0012 3.4039 -7.2439
H -3.4521 1.3608 5.2765
H 0.9813 4.7701 -5.1803
*
```

Electronic energy, a.u.: -4511.44497
Lowest unoccupied orbital energy (spin up / spin down), hartree: -0.2794 / -0.2794
Max |F|, Eh/bohr: 0.05293
Gap between HOMO and LUMO (spin up / spin down), eV: 5.88 / 5.88

ORCA calculation (the ωB97M-V functional and the def2-TZVPD basis) on a cluster of 3 separate species, C44H44FO8PSi in total.

```
! wB97M-V def2-TZVPD RIJCOSX def2/J DEFGRID3
* xyz 0 1
P 5.6561 3.3719 5.2730
Si -1.5811 5.4471 -1.3936
F 8.1305 3.3367 5.6585
O 4.9973 4.3799 4.2666
O 5.8915 1.9848 4.8944
O 4.7483 3.6473 6.5498
O -3.4527 0.5301 -0.1313
O 0.4193 -11.6668 0.6536
O -2.2083 -7.4040 -1.2717
O -0.7002 -3.8334 1.3331
O 7.0306 4.2263 5.6374
C 4.3755 3.8393 -0.6444
C -0.9075 5.6280 0.3435
C -2.8177 4.0305 -1.4096
C -1.3474 -0.5316 0.0168
C -2.8152 -9.9009 -2.3714
C -1.8608 -9.7345 -1.3753
C 5.6261 4.5255 2.9570
C -1.1710 -10.8422 -0.8804
C -2.8063 -2.8114 1.0777
C 1.0990 -9.1545 1.6860
C -3.2439 7.0697 -3.0425
C -0.6767 0.5634 -0.5131
C -3.5481 9.4419 -2.8366
C -2.3828 -12.2667 -2.3867
C 0.7010 0.5310 -0.6471
C 3.5929 4.5911 -1.7301
C -4.9067 -1.6549 0.8289
C -4.8585 -3.9111 1.6624
C 0.7542 -1.6869 0.2793
C -3.4788 -3.9310 1.5518
C -2.1414 8.2665 -1.2900
C -0.1523 -10.6982 0.2007
C -1.3217 -2.8547 0.9737
C -0.6288 -1.6619 0.4117
C -3.0748 -11.1637 -2.8754
C 1.2302 5.4781 -2.1844
C -2.3917 7.0520 -1.9336
C 2.0860 4.3031 -1.7097
C -1.5890 -8.3612 -0.8583
C -3.8160 8.2470 -3.4910
C 0.7360 -6.7758 1.6306
C 0.1373 -9.3237 0.6977
C -1.4351 -12.1074 -1.3905
C 1.4167 -0.5930 -0.2489
C -0.1910 5.0797 -2.6317
C -2.7096 9.4481 -1.7337
C 4.6178 4.6773 0.6175
C -2.8312 -0.4668 0.1695
C -0.5330 -8.2114 0.1825
C 1.3954 -7.8841 2.1513
C -0.2271 -6.9396 0.6501
C -3.5230 -1.6716 0.7087
C 4.7963 3.8271 1.8822
C -5.5716 -2.7721 1.3052
H 2.1444 -7.7550 2.9217
H -0.7473 -6.0827 0.2469
H -3.9940 10.3646 -3.1869
H 6.6394 4.1205 3.0042
H -1.4883 8.2854 -0.4224
H -4.4744 8.2348 -4.3539
H 0.9639 -5.7810 1.9886
H -5.4471 -0.7635 0.5419
H 5.3457 3.5361 -1.0497
H 3.8151 3.6124 2.3138
H 1.2961 -2.5683 0.5933
H 1.7575 5.9570 -3.0168
H -0.1265 6.3871 0.4382
H -2.5851 -13.2522 -2.7850
H -3.4596 6.1389 -3.5615
H -1.2465 1.4329 -0.8114
H -3.8166 4.3132 -1.7479
H 5.6961 5.5996 2.7893
H -0.8913 -12.9548 -0.9966
H 1.7936 4.0084 -0.6951
H 3.8462 2.9209 -0.3686
H -5.3816 -4.7853 2.0263
H 1.8743 3.4629 -2.3800
H 3.7444 5.6700 -1.5924
H -0.4907 4.6711 0.6750
H 4.6490 2.8175 7.0391
H -3.3427 -9.0326 -2.7410
H 1.1875 6.2211 -1.3821
H 3.7807 5.3703 0.7611
H -1.7077 5.8924 1.0411
H 1.2206 1.3839 -1.0601
H -2.9315 3.5735 -0.4217
H 2.4939 -0.6132 -0.3510
H 1.6052 -10.0255 2.0788
H 5.5034 5.3042 0.4597
H -2.9108 -4.8095 1.8257
H -3.8175 -11.2914 -3.6519
H 3.9932 4.3527 -2.7189
H -0.4468 5.6337 -3.5415
H -2.4977 10.3749 -1.2131
H -2.4699 3.2376 -2.0801
H -0.2164 4.0195 -2.9049
H 5.2523 2.8684 1.6245
H -6.6497 -2.7588 1.3955
*
```

Electronic energy, a.u.: -3035.77283
Lowest unoccupied orbital energy, hartree: -0.0397
Max |F|, Eh/bohr: 0.01108
Gap between HOMO and LUMO, eV: 8.12
SMILES string: C[Si](C)(CCCCCCCCO[P@](=O)(O)OF)c1ccccc1.O=C1c2ccccc2C(=O)c2ccccc21.O=C1c2ccccc2C(=O)c2ccccc21

ORCA calculation (the ωB97M-V functional and the def2-TZVPD basis) on a cluster of 9 separate species, C44H44N6O22S2 in total.

```
! wB97M-V def2-TZVPD RIJCOSX def2/J DEFGRID3
* xyz 0 1
S 2.1338 3.9692 5.2477
S 8.0974 -1.5758 -1.2688
O 0.5466 4.2042 5.4668
O 2.1647 -3.5350 -2.2024
O -3.0350 -0.7412 3.5146
O 3.1584 -1.2483 1.0964
O 2.5269 0.3754 2.3207
O 6.6849 -2.1249 -1.8412
O -0.5954 4.6373 -2.2300
O 2.0062 3.6776 3.6539
O 5.0980 1.3224 4.2663
O -1.9466 -0.2368 -4.1813
O 7.0586 0.7888 3.5954
O 2.5034 2.7580 5.9032
O -0.4114 -1.7122 -4.3225
O -2.2429 1.1174 4.2248
O -5.5513 0.8278 1.8803
O -4.2790 1.2173 0.2276
O 2.8638 5.1770 5.4989
O 8.9854 -2.6801 -1.0054
O -1.5079 3.6643 -3.9986
O 8.5572 -0.5114 -2.1143
O 7.5089 -1.0470 0.1243
O 3.0492 -4.6372 -0.5874
N 6.0280 1.4330 3.4900
N 2.2239 -4.4895 -1.4588
N -1.0734 -0.8100 -4.8057
N 2.3023 -0.4709 1.4897
N -5.2071 0.6211 0.7364
N -3.1396 0.2978 4.1593
C 5.9782 2.3606 2.3462
C 7.1623 2.6237 1.6700
C -4.1266 1.0852 6.2731
C 0.6473 3.6286 3.1673
C 0.9862 -0.6078 0.8921
C 6.0962 -1.2398 0.2344
C -0.8248 -0.4501 -6.1816
C 5.9441 4.1015 0.1874
C -0.2197 3.6660 4.4144
C -1.4780 -0.7588 -0.3417
C -5.1757 1.1584 7.1438
C -0.6974 -7.5181 -2.0807
C -0.5831 2.8401 -0.7026
C 4.7586 3.7770 0.8289
C 0.5646 -7.8355 -1.5736
C 5.7408 -2.2997 -0.7910
C -4.2587 0.3493 5.0898
C -7.1360 -0.8525 0.3975
C -5.4281 -0.2784 4.7745
C -5.9235 -0.3636 -0.0724
C -0.4078 0.3414 -8.7964
C -6.5359 -0.1629 5.6200
C 0.0851 -1.1669 -6.9677
C -7.3604 -2.0558 -1.6576
C -6.0975 -1.6572 -2.0462
C -1.5096 0.6396 -6.6995
C -1.6525 2.6122 -1.7634
C 0.3204 -0.7291 -8.2531
C -5.3642 -0.7627 -1.2728
C -0.0918 0.0122 1.4803
C -0.3682 -1.3137 -0.9531
C -1.3249 -0.0223 0.8207
C 0.0217 -5.2109 -2.2678
C -1.3273 1.0100 -8.0261
C 7.1324 3.4978 0.5944
C -1.2968 3.6488 -2.8217
C 0.8842 -1.1318 -0.3953
C -0.2125 4.3425 -0.8923
C -6.3916 0.5704 6.7826
C -0.9205 -6.2018 -2.4894
C -7.8979 -1.6415 -0.4337
C 1.5069 -6.8546 -1.3520
C 4.7849 2.9286 1.9301
C 1.2077 -5.5209 -1.6333
H -0.4933 -1.8981 -1.8540
H 1.7331 -1.5519 -0.9159
H 8.1196 2.3033 2.0536
H -8.9087 -1.9247 -0.1774
H -1.8770 -5.9350 -2.9193
H -3.2353 1.6580 6.4953
H -1.9297 1.8127 -8.4287
H -0.8044 4.8952 -0.1643
H 8.0375 3.8873 0.1476
H -0.4521 2.6246 4.6672
H 5.8586 -1.5168 1.2564
H -7.5258 -0.5024 5.3539
H 4.7523 -2.1993 -1.2363
H -5.5281 -0.8472 3.8610
H 5.5546 -0.3241 -0.0124
H -4.4975 -0.2705 -1.6895
H 5.9288 4.8149 -0.6257
H 0.5297 4.5029 2.5261
H -0.2384 -4.2295 -2.6408
H 1.0382 -1.2369 -8.8820
H -7.5947 -0.4359 1.2846
H 0.5820 2.6838 2.6331
H 3.8651 2.7473 2.4650
H -5.1866 1.6885 8.0860
H -2.1368 1.2531 -6.0673
H 0.2912 2.2134 -0.8811
H 0.4851 -2.0910 -6.5747
H -0.0829 0.4747 2.4580
H 3.7851 4.1444 0.5337
H -2.1827 0.4080 1.3156
H -1.1482 4.2223 4.3155
H 5.7641 -3.3193 -0.3953
H -5.7789 -1.8822 -3.0561
H -2.4799 -0.8244 -0.7465
H -1.4119 -8.3022 -2.2842
H 0.8554 4.4566 -0.7391
H -0.0354 0.7063 -9.7456
H -1.6897 1.5776 -2.0960
H 0.7374 -8.8985 -1.4629
H 2.4756 -7.1537 -0.9747
H -7.9863 -2.7011 -2.2607
H -2.6467 2.8288 -1.3642
H -7.2862 0.6699 7.3871
H -0.9747 2.6451 0.2927
*
```

Electronic energy, a.u.: -4482.64625
Lowest unoccupied orbital energy, hartree: -0.0429
Max |F|, Eh/bohr: 0.04844
Gap between HOMO and LUMO, eV: 8.48
SMILES string: O=[N+]([O-])c1ccccc1.O=[N+]([O-])c1ccccc1.O=[N+]([O-])c1ccccc1.O=[N+]([O-])c1ccccc1.O=[N+]([O-])c1ccccc1.O=[N+]([O-])c1ccccc1.O=S1(=O)OCCO1.O=S1(=O)OCCO1.O=C1CCCO1

ORCA calculation (the ωB97M-V functional and the def2-TZVPD basis) on a structure of composition C44H44N7O2STeV.

```
! wB97M-V def2-TZVPD RIJCOSX def2/J DEFGRID3
* xyz 0 3
Te -1.4444 -1.6499 -1.7254
V 0.5588 0.0248 0.7732
S -0.7975 2.0078 0.0411
O 1.4367 2.2019 7.4461
O 0.3648 -3.8013 0.5063
N 2.6686 3.1476 -1.0734
N 2.3579 0.6307 0.3324
N 1.4405 3.2883 -0.6442
N 0.1288 0.3822 7.7804
N 1.4044 0.8866 -0.7343
N 0.4329 -1.6163 1.1646
N 0.4957 0.7021 2.7826
C -1.1828 -0.6471 -4.5964
C 5.7216 5.0051 -1.8241
C -3.6345 0.4709 -1.1492
C -3.1023 -0.7582 -0.7372
C 3.1298 5.5271 -0.9355
C -0.5106 0.3149 3.5703
C 0.9348 -3.3580 2.7673
C -2.8466 -0.7961 -6.3593
C -3.3158 -1.7285 -4.1644
C 1.6107 -2.4970 3.6250
C 1.5694 -4.1680 5.3522
C 0.7942 2.1113 -0.5222
C -4.2916 -2.4260 -3.2568
C 0.8960 -5.0313 4.4973
C 1.9349 -2.9030 4.9113
C -3.1450 1.2248 -2.3547
C -3.2816 -0.5240 -7.7738
C 4.2328 -2.1914 -1.2469
C 0.1816 -0.1744 -4.1651
C -3.6164 -1.3957 0.4051
C -4.6512 -0.7880 1.1091
C 0.7823 1.2846 7.0005
C -3.6903 -1.4559 -5.4760
C -2.0556 -1.3095 -3.7249
C 1.6524 1.5310 4.6885
C 3.1676 -1.4324 -0.7925
C 0.6317 1.0857 5.5152
C 3.4053 -0.2200 -0.1451
C -1.5952 -0.4064 -5.9035
C 0.5611 -2.9563 1.3621
C 1.5524 1.3128 3.3275
C 4.7135 0.2101 0.0455
C 5.7794 -0.5571 -0.4100
C 3.5353 4.2258 -1.2218
C 4.8299 3.9600 -1.6661
C 5.5407 -1.7569 -1.0605
C -4.6781 1.0322 -0.4157
C -3.0837 -2.7014 0.9323
C -0.4800 0.4852 4.9393
C -5.1990 0.4248 0.7151
C 0.5889 -4.6315 3.2060
C 4.0354 6.5599 -1.1011
C -6.3244 1.0506 1.4935
C 5.3287 6.3076 -1.5434
H 0.2919 0.4396 8.7720
H 2.5139 2.0252 5.1141
H -4.2280 0.0186 -7.7950
H 1.9037 -1.5178 3.2686
H 0.8077 -0.9997 -3.8206
H -4.7421 -1.7255 -2.5483
H -5.0913 -2.8850 -3.8371
H 2.4837 -2.2363 5.5659
H 2.1215 5.7052 -0.5914
H -3.6020 0.8462 -3.2721
H -1.3217 0.1541 5.5317
H -3.4271 -1.4561 -8.3229
H 0.6181 -6.0209 4.8368
H 3.0211 2.2069 -1.2481
H 2.3342 1.6007 2.6351
H -0.9199 0.1063 -6.5802
H -0.1820 -0.4963 7.4047
H -3.3931 2.2820 -2.2610
H -1.3463 -0.1697 3.0805
H -2.2000 -2.5357 1.5520
H 4.0398 -3.1347 -1.7415
H -2.5392 0.0682 -8.3073
H -5.0458 -1.2891 1.9879
H 6.0278 7.1234 -1.6681
H -3.8349 -3.1965 1.5479
H 0.6943 0.3156 -4.9926
H 6.7269 4.8024 -2.1684
H 5.1259 2.9394 -1.8807
H 2.1504 -1.7796 -0.9270
H 3.7285 7.5740 -0.8819
H -2.7803 -3.3782 0.1343
H -4.6715 -1.7726 -5.8153
H -7.2087 0.4108 1.4844
H -2.0655 1.1340 -2.4690
H -6.6036 2.0166 1.0745
H -5.0846 1.9844 -0.7405
H 0.0810 -5.2938 2.5172
H 4.8834 1.1461 0.5658
H 6.7948 -0.2157 -0.2525
H 0.1167 0.5268 -3.3295
H -6.0431 1.2032 2.5369
H -3.7954 -3.1980 -2.6669
H 6.3685 -2.3572 -1.4149
H 1.8196 -4.4860 6.3565
*
```

Electronic energy, a.u.: -3847.05137
Lowest unoccupied orbital energy (spin up / spin down), hartree: -0.0208 / -0.0717
Max |F|, Eh/bohr: 0.00888
Gap between HOMO and LUMO (spin up / spin down), eV: 6.55 / 5.18
Expectation value of S²: 2.05